Entry 1:
This record from OMol25 describes C10H25N3O2S2Sm as an isolated structure in a non-equilibrium geometry. The level of theory is wB97M-V/def2-TZVPD.

```
43
C10H25N3O2S2Sm, DFT wB97M-V/def2-TZVPD
Sm -0.1070 0.1343 0.0713
S -0.4923 0.5567 -2.6951
S 1.4577 -0.7827 2.2419
C -1.8113 -0.5296 -3.3774
C 1.0198 -0.3391 -3.2444
C 1.4520 -1.5147 -2.3740
N 1.7874 -1.0621 -0.9933
C 2.3446 -2.1284 -0.1129
C 2.7865 -1.5519 1.2275
H 1.8010 0.4310 -3.2789
H 0.8220 -0.6631 -4.2700
H 2.3092 -2.0277 -2.8373
H 0.6606 -2.2669 -2.3005
H 3.1915 -2.6367 -0.5995
H 1.5741 -2.8942 0.0193
H 3.5256 -0.7532 1.0865
H 3.2412 -2.3231 1.8554
C 0.7265 -2.2674 3.0437
H 2.5477 -0.3821 -1.1083
H 0.7188 -3.1415 2.3835
H -0.2957 -2.0263 3.3544
H 1.3201 -2.4888 3.9369
H -2.7280 -0.3679 -2.7999
H -1.5377 -1.5902 -3.3561
H -1.9916 -0.2190 -4.4117
C 1.0096 2.3469 0.2366
C -0.2667 2.4383 0.7663
H 1.2431 2.5990 -0.8094
H 1.8994 2.1481 0.8537
H -1.1473 2.7363 0.1714
H -0.4852 2.2944 1.8381
C -4.3980 0.3568 2.2875
O -4.0651 -0.9139 1.6316
C -2.8823 -0.9047 1.0472
O -2.1462 0.1255 1.0194
N -2.5045 -2.0666 0.4940
N -1.2177 -2.1643 -0.1178
H -5.4106 0.1688 2.6959
H -4.3997 1.1824 1.5615
H -3.6727 0.5729 3.0850
H -3.1595 -2.8402 0.5957
H -0.6635 -2.9105 0.3313
H -1.3133 -2.4723 -1.0960
```

Calculated values
HOMO energy (spin up / spin down) ... -0.7201 / -0.7194 Ha
Net charge ... +3
Kohn-Sham gap (spin up / spin down) ... 8.0 / 8.4 eV
LUMO energy (spin up / spin down) ... -11.6 / -11.2 eV
DFT total energy ... -58888.4355 eV
Multiplicity ... 6



Entry 2:
This record from OMol25 describes C10H26BIn2NO3 as an isolated structure in a non-equilibrium geometry. The level of theory is wB97M-V/def2-TZVPD.

```
43
C10H26BIn2NO3, DFT wB97M-V/def2-TZVPD
C 2.8930 -1.5559 0.6198
C 3.3725 -0.0321 1.0662
O 3.7463 0.8327 -0.0645
C 2.5861 1.6870 -0.4772
C 1.6165 0.8384 -1.4966
C 0.5030 1.7388 -2.2987
C -0.3664 2.7541 -1.3497
C -1.1651 2.0380 -0.1106
In -2.3994 0.2257 -0.6705
C -1.3456 -1.3002 -1.9669
C -1.1279 -2.7773 -1.2536
N -0.4423 -2.6761 0.1245
C -3.0367 -0.7520 1.3034
B -2.8628 0.2411 2.6152
O -3.9760 0.2547 3.6045
O -1.6841 1.0800 2.9171
H 2.6160 -1.6424 -0.5248
H 3.7360 -2.3714 0.8193
H 1.9564 -1.9129 1.2670
H 4.3450 -0.1969 1.7365
H 2.5773 0.4534 1.8025
H 1.9548 2.0401 0.4428
H 3.0691 2.6339 -1.0071
H 1.0969 -0.0892 -0.9542
H 2.3375 0.3440 -2.3052
H 1.1074 2.4239 -3.0647
H -0.2566 1.1284 -2.9473
H 0.4183 3.5012 -0.8507
H -1.0353 3.4186 -2.0500
H -0.3987 1.8672 0.7771
H -1.9337 2.8524 0.3026
H -3.9084 0.7295 -1.5013
H -0.3026 -0.9782 -2.3887
H -2.0417 -1.4694 -2.9208
H -0.3313 -3.3445 -1.9383
H -2.0883 -3.4453 -1.2301
H -1.0799 -3.2446 0.7517
H 0.4366 -3.2696 0.0639
H -2.4633 -1.7445 1.5438
H -4.1922 -1.0294 1.2573
H -4.0034 -0.6238 4.1134
H -1.9350 2.0534 2.8213
In 4.0078 -0.6806 3.4217
```

Calculated values
HOMO energy ... -0.5306 Ha
Net charge ... +2
Kohn-Sham gap ... 3.2 eV
LUMO energy ... -11.3 eV
DFT total energy ... -29420.9110 eV
Multiplicity ... 1



Entry 3:
This record from OMol25 describes C10H26Br6N5O5P as an isolated structure in a non-equilibrium geometry. The level of theory is wB97M-V/def2-TZVPD.

```
53
C10H26Br6N5O5P, DFT wB97M-V/def2-TZVPD
C 4.5767 -0.8185 3.0632
N 4.4983 -2.0554 3.8990
O 5.4438 -2.8277 3.7967
O 3.5005 -2.2434 4.5755
H 4.6182 -1.2297 2.0566
H 5.4354 -0.1999 3.2932
H 3.6564 -0.2518 3.1645
C 1.9030 6.0801 -3.0782
N 2.6834 4.8902 -2.6395
O 3.0165 4.1146 -3.5041
O 2.9306 4.7884 -1.4623
H 2.5496 6.7681 -3.6290
H 1.6966 6.6901 -2.1987
H 1.0237 5.8690 -3.6717
O -4.6363 -1.7546 -0.1072
P -3.3973 -1.0189 0.1378
N -3.2354 -0.2375 1.6136
C -2.2996 -0.7182 2.6228
C -4.1912 0.7770 2.0281
N -3.1908 0.2617 -0.9306
C -2.2934 1.3706 -0.6928
C -3.6237 0.1120 -2.3274
N -2.0736 -2.0760 0.0034
C -2.3087 -3.3984 -0.5651
C -0.6669 -1.6499 -0.0714
H -1.6734 -1.5351 2.2668
H -2.8595 -1.1158 3.4708
H -1.5310 0.0378 2.8247
H -4.3217 1.5436 1.2661
H -3.8281 1.1715 2.9763
H -5.1690 0.3292 2.2331
H -2.3902 2.2261 -1.3641
H -2.3455 1.7461 0.3308
H -1.2486 1.0662 -0.8325
H -2.8857 0.4617 -3.0482
H -3.7779 -0.9567 -2.4903
H -4.5728 0.6333 -2.4613
H -1.3956 -3.9355 -0.8001
H -2.8633 -4.0116 0.1585
H -2.9979 -3.3694 -1.4152
H -0.0750 -2.3460 0.5218
H -0.6367 -0.6007 0.2157
H -0.2916 -1.6660 -1.1009
C 3.3178 -3.5294 -0.5819
Br 4.6989 -3.5845 -1.9432
Br 3.7419 -4.5935 1.0052
Br 1.6265 -4.1608 -1.3639
H 3.0581 -2.5201 -0.2926
C 2.6772 1.6039 -1.0702
Br 1.5541 1.0850 -2.5829
Br 3.6316 0.0129 -0.4005
Br 1.5888 2.3473 0.3953
H 3.3527 2.4188 -1.2937
```

Calculated values
HOMO energy ... -0.3023 Ha
Kohn-Sham gap ... 7.7 eV
LUMO energy ... -0.6 eV
DFT total energy ... -458017.8476 eV
Multiplicity ... 1
Energy relative to the best compared isomer or geometry (same formula, charge and spin) ... 0.00 kJ/mol



Entry 4:
This record from OMol25 describes C10H26F30LiN5O33S10 as an isolated structure in a non-equilibrium geometry. The level of theory is wB97M-V/def2-TZVPD.

```
115
C10H26F30LiN5O33S10, DFT wB97M-V/def2-TZVPD
Li -0.6043 2.4696 -0.0709
C 10.2088 5.1561 -1.4087
F 10.0221 4.0852 -2.2092
F 10.4571 4.7867 -0.1031
F 11.2482 5.8305 -1.8262
S 8.6418 6.2965 -1.5563
O 8.7153 7.1822 -0.3639
O 8.7011 6.9808 -2.8493
N 7.4340 5.0272 -1.5632
S 6.6029 5.3752 -0.2506
O 7.3312 5.1953 0.9867
O 5.7070 6.5095 -0.3703
C 5.3870 3.8671 -0.2619
F 4.6448 3.7355 -1.3504
F 6.1197 2.7136 -0.1864
F 4.6050 4.0734 0.7438
C -4.7497 -5.0886 -1.6888
F -3.7191 -5.6779 -2.3034
F -4.2204 -4.4325 -0.6338
F -5.4761 -4.2488 -2.4064
S -5.9714 -6.3692 -0.9098
O -5.6394 -6.3315 0.5155
O -7.3204 -5.8852 -1.1683
N -5.8871 -7.8883 -1.8354
S -5.6448 -8.8929 -0.7678
O -4.4021 -8.7282 -0.0071
O -6.8263 -9.0859 0.0782
C -5.1772 -10.5622 -1.6838
F -6.1342 -10.9588 -2.5116
F -4.1310 -10.3527 -2.5094
F -4.8862 -11.4897 -0.8082
C 2.3002 -3.0348 7.6870
F 1.5672 -3.8567 6.9229
F 2.3263 -3.3492 8.9270
F 3.4968 -2.9792 7.0921
S 1.4947 -1.2707 7.5325
O 0.3452 -1.1561 8.4586
O 2.5439 -0.3087 7.8717
N 1.1368 -1.2093 5.8122
S -0.3953 -1.2266 5.6765
O -1.0375 -2.5259 5.7974
O -1.0799 -0.1035 6.3106
C -0.7011 -0.7953 3.8030
F -0.0754 -1.6777 3.0445
F -2.0478 -0.7989 3.6930
F -0.2534 0.4316 3.5485
C -2.9475 -0.9023 -1.4195
F -2.0717 -1.6050 -2.1629
F -3.5246 0.0591 -2.0478
F -3.8479 -1.8063 -0.9362
S -1.8962 -0.2967 0.1278
O -2.8067 0.5895 0.8384
O -1.5480 -1.4641 0.8869
N -0.6687 0.5987 -0.6747
S 0.6033 -0.2689 -0.5427
O 1.1490 -0.1588 0.8369
O 0.5007 -1.6553 -1.0074
C 1.9356 0.6864 -1.6121
F 1.5819 0.8917 -2.9063
F 2.3479 1.8758 -1.0837
F 3.0467 0.0460 -1.5833
C 1.2108 5.1305 -3.0321
F 0.1587 4.9932 -3.8547
F 2.0004 4.0785 -2.9856
F 1.9016 6.2738 -3.3418
S 0.5345 5.3829 -1.2294
O 1.6718 5.0037 -0.3749
O 0.2960 6.7845 -1.0453
N -0.7471 4.1666 -1.0649
S -1.9105 5.1787 -0.7896
O -1.8634 5.7512 0.5157
O -2.2729 6.0326 -1.9248
C -3.4955 4.0900 -0.6762
F -3.5608 3.1482 -1.6600
F -3.4530 3.4464 0.4725
F -4.5513 4.8760 -0.7589
O 0.8444 -3.7705 1.3125
H 1.3967 -3.2291 0.7484
H 0.3312 -3.1420 1.8204
O -3.5756 0.9065 -4.6859
H -2.8034 1.2276 -4.2201
H -4.2305 0.7723 -4.0008
O -1.2120 1.5837 -3.1693
H -1.0366 1.0631 -2.3853
H -1.4281 2.4545 -2.8357
O 2.3739 0.4408 3.0236
H 2.0744 0.1593 2.1592
H 1.9671 1.2978 3.1512
O -6.2664 1.3636 0.9276
H -5.3320 1.3825 0.7208
H -6.4619 2.2484 1.2360
O -0.9450 2.7458 1.8605
H -1.5604 2.2859 2.4315
H -0.5450 3.4087 2.4233
O -0.7172 -4.4223 -1.3637
H -0.2820 -4.6763 -2.1776
H -0.6160 -3.4713 -1.3240
O -6.9065 -1.5207 -1.0898
H -7.6322 -1.9922 -1.4989
H -6.2530 -1.4367 -1.7841
O 5.2582 -0.8138 -3.9594
H 5.6797 -0.5093 -3.1558
H 4.3543 -0.9959 -3.7022
O 3.3733 -2.0541 0.7288
H 3.6720 -2.9291 0.4813
H 4.1768 -1.5404 0.8104
O 1.9536 3.2781 1.9265
H 1.5396 4.1007 2.1877
H 2.2979 3.4504 1.0502
O -1.8339 -4.2514 1.4117
H -1.3440 -4.7403 0.7505
H -1.8224 -3.3468 1.0988
O -0.1420 1.0923 -5.6664
H -0.3867 1.4481 -4.8122
H -0.3905 1.7742 -6.2905
```

Calculated values
HOMO energy ... -0.0668 Ha
Net charge ... -4
Kohn-Sham gap ... 7.7 eV
LUMO energy ... 5.9 eV
DFT total energy ... -275886.3270 eV
Multiplicity ... 1
Energy relative to the best compared isomer or geometry (same formula, charge and spin) ... 600.05 kJ/mol



Entry 5:
This record from OMol25 describes C10H26N2O3Rb as an isolated structure in a non-equilibrium geometry. The level of theory is wB97M-V/def2-TZVPD.

```
42
C10H26N2O3Rb, DFT wB97M-V/def2-TZVPD
Rb -13.7811 5.5706 -30.7940
C -9.5827 10.7629 -27.9749
O -10.2679 9.5146 -28.1065
C -11.6495 9.6509 -27.9000
C -12.3522 8.3228 -28.0097
N -11.9379 7.5865 -29.2500
C -11.0493 6.4643 -28.8751
C -10.1492 6.0952 -30.0577
O -10.8694 5.5891 -31.1859
C -10.0777 4.7749 -32.0714
H -9.6112 11.0446 -26.9231
H -10.0352 11.5258 -28.6176
H -8.6019 10.6076 -28.4185
H -12.1748 10.3462 -28.5667
H -11.7784 10.0215 -26.8708
H -13.4225 8.4941 -28.1611
H -12.2805 7.6428 -27.1608
H -11.3879 8.2111 -29.8293
H -11.6045 5.6061 -28.4955
H -10.3072 6.8020 -28.1419
H -9.4512 5.3538 -29.6480
H -9.5342 6.9141 -30.4402
H -10.7728 4.3660 -32.7971
H -9.6159 3.9945 -31.4645
H -9.3170 5.4083 -32.5285
C -15.6723 4.4673 -26.1906
C -14.7094 4.6668 -27.3843
C -14.5518 3.3887 -28.2142
O -13.2375 3.2630 -28.7179
C -12.9537 2.0093 -29.3567
N -15.2158 5.7523 -28.2356
H -15.9460 5.3959 -25.6942
H -15.0937 3.8459 -25.5011
H -16.5773 3.9606 -26.5300
H -13.7659 4.9959 -26.9400
H -15.2652 3.3789 -29.0564
H -14.7898 2.4619 -27.6754
H -13.6224 1.9473 -30.2277
H -13.1911 1.2147 -28.6506
H -11.9492 2.0771 -29.7587
H -16.2203 5.5889 -28.3439
H -15.2353 6.5029 -27.5404
```

Calculated values
HOMO energy ... -0.4423 Ha
Net charge ... +1
Kohn-Sham gap ... 9.3 eV
LUMO energy ... -2.7 eV
DFT total energy ... -20563.3769 eV
Multiplicity ... 1
Energy relative to the best compared isomer or geometry (same formula, charge and spin) ... 81.31 kJ/mol



Entry 6:
This record from OMol25 describes C10H27AsAuO5 as an isolated structure. The level of theory is wB97M-V/def2-TZVPD.

```
44
C10H27AsAuO5, DFT wB97M-V/def2-TZVPD
Au -0.1938 0.4517 -0.2183
C -2.6791 0.3872 -2.1679
O -1.6364 -0.3740 -1.4665
C -0.8595 -1.2426 -2.3558
C -0.1796 -2.2220 -1.4512
O 0.5491 -1.4293 -0.4413
C 0.7092 -2.1129 0.8744
C -0.5955 -2.1976 1.6161
O -1.0498 -0.8734 1.7935
C -2.0741 -0.7460 2.8036
H -3.3352 -0.3415 -2.6398
H -2.2294 1.0467 -2.9087
H -3.2337 0.9288 -1.4096
H -0.1542 -0.6320 -2.9258
H -1.5334 -1.7429 -3.0521
H 0.5465 -2.8384 -1.9809
H -0.9038 -2.8504 -0.9378
H 1.4231 -1.4947 1.4115
H 1.1449 -3.0913 0.6703
H -0.4067 -2.7061 2.5679
H -1.3446 -2.7942 1.0826
H -1.7355 -1.2001 3.7348
H -2.9941 -1.2321 2.4762
H -2.2441 0.3156 2.9510
C 3.4022 3.0345 1.2972
As 2.9753 1.3022 0.6323
C 3.8898 -0.0340 1.6346
C 3.3401 1.1346 -1.2336
O 1.2377 1.1299 0.9258
H 4.4909 3.1186 1.2716
H 3.0555 3.1213 2.3262
H 2.9612 3.8075 0.6708
H 4.9573 0.1643 1.5147
H 3.6663 -1.0288 1.2552
H 3.6217 0.0519 2.6869
H 4.3821 1.4171 -1.3959
H 2.7006 1.8073 -1.8038
H 3.2019 0.1006 -1.5465
C -1.5151 3.3443 -0.6541
O -0.9114 2.3046 0.2146
H -0.8292 3.6122 -1.4530
H -1.7133 4.1910 -0.0004
H -2.4500 2.9473 -1.0270
H -0.1901 2.6892 0.7471
```

Calculated values
HOMO energy ... -0.7215 Ha
Net charge ... +3
Kohn-Sham gap ... 6.6 eV
LUMO energy ... -13.1 eV
DFT total energy ... -85543.3761 eV
Multiplicity ... 1
Energy relative to the best compared isomer or geometry (same formula, charge and spin) ... 6.77 kJ/mol



Entry 7:
This record from OMol25 describes C10H27BCoF4NO6 as an isolated structure in a non-equilibrium geometry. The level of theory is wB97M-V/def2-TZVPD.

```
50
C10H27BCoF4NO6, DFT wB97M-V/def2-TZVPD
Co 20.6212 -18.7063 13.8835
B 18.4389 -18.8741 16.4339
F 18.8191 -18.0679 17.5060
F 17.1020 -18.7021 16.1121
F 19.2444 -18.4965 15.2931
F 18.7426 -20.2274 16.6776
C 22.5074 -17.6982 16.6514
O 21.7961 -18.5436 15.7784
C 22.1090 -19.9116 16.0617
C 21.4168 -20.9288 15.1523
N 21.6052 -20.5485 13.7200
C 20.9145 -21.4683 12.7695
C 19.3955 -21.3632 12.9636
O 19.0826 -20.0029 13.1625
C 17.6770 -19.7861 13.2995
H 22.1852 -16.6708 16.4991
H 23.5886 -17.6986 16.4575
H 22.3683 -17.9522 17.7021
H 21.9754 -20.1427 17.1201
H 23.1917 -20.0502 15.8843
H 20.3747 -21.0779 15.4284
H 21.9853 -21.8563 15.2883
H 22.6000 -20.5992 13.5355
H 21.2358 -22.4969 12.9368
H 21.2035 -21.1335 11.7752
H 19.1368 -21.9467 13.8524
H 18.8593 -21.7638 12.1025
H 17.1775 -20.1411 12.3894
H 17.4254 -18.7340 13.3840
H 17.2870 -20.3376 14.1547
C 21.5115 -15.8547 13.6127
C 22.5244 -16.6223 12.7673
O 22.6477 -17.9897 13.1683
O 20.3127 -16.6175 13.8756
H 21.2096 -14.9129 13.1585
H 22.0630 -15.6618 14.5397
H 23.4813 -16.0988 12.8024
H 22.2616 -16.5787 11.7059
H 23.5345 -18.1555 13.5015
H 19.6948 -15.9745 14.2438
C 19.2808 -17.4503 10.8652
C 18.6656 -18.2450 9.7272
O 19.6078 -18.2453 8.6670
O 20.2464 -18.2287 11.5560
H 18.4960 -17.2387 11.5939
H 19.6488 -16.4806 10.5239
H 17.6871 -17.8583 9.4335
H 18.5317 -19.2700 10.0939
H 19.4049 -18.9400 8.0339
H 20.9220 -18.5570 10.9485
```

Calculated values
HOMO energy (spin up / spin down) ... -0.5002 / -0.5012 Ha
Net charge ... +1
Kohn-Sham gap (spin up / spin down) ... 10.7 / 10.7 eV
LUMO energy (spin up / spin down) ... -2.9 / -2.9 eV
DFT total energy ... -73755.7807 eV
Multiplicity ... 4
Energy relative to the best compared isomer or geometry (same formula, charge and spin) ... 42.19 kJ/mol



Entry 8:
This record from OMol25 describes C10H27BF3NO5Pt as an isolated structure in a non-equilibrium geometry. The level of theory is wB97M-V/def2-TZVPD.

```
48
C10H27BF3NO5Pt, DFT wB97M-V/def2-TZVPD
Pt 0.4658 -0.4555 -0.1406
C -1.7814 2.2515 0.1388
O -1.1682 3.2172 0.9501
O -1.0501 1.1218 0.0631
C -3.2048 2.0898 0.7480
F -3.7220 0.8661 0.5048
F -3.1433 2.1884 2.1184
F -4.0440 3.0671 0.3616
C -0.3150 4.1327 0.3164
C 0.1120 5.1574 1.3168
H 0.4674 4.6581 2.2261
H 0.9876 5.7369 1.0215
H -0.7461 5.7741 1.5743
H -0.8317 4.7255 -0.4547
H 0.4814 3.5690 -0.1774
H -1.9382 2.6648 -0.8779
B 1.3184 -0.2725 2.0825
H 0.4055 -0.9360 1.8647
H 2.0343 -0.3015 1.1859
H 0.9413 0.8030 2.2935
H 1.8931 -0.6817 3.0020
C 1.3042 0.0055 -2.9773
C 1.5450 1.3621 -2.2916
O 1.8101 1.1581 -0.8947
O 0.1634 -0.6492 -2.4076
H 2.2269 -0.5810 -2.9789
H 1.1772 0.1564 -4.0539
H 0.7970 2.1287 -2.5069
H 2.4662 1.8169 -2.6815
H 2.0363 1.9993 -0.4792
H -0.5089 -0.5955 -3.0977
C 1.3705 -4.9478 -0.2697
C 0.6389 -3.5891 -0.3716
C -0.5177 -3.3811 0.5911
O -1.0735 -2.1299 0.3049
C -2.2794 -1.8757 1.0547
N 1.5933 -2.4528 -0.3223
H 2.4372 -4.7358 -0.3553
H 1.0667 -5.7064 -0.9831
H 1.2820 -5.3413 0.7480
H 0.0788 -3.5658 -1.3140
H -0.2111 -3.5185 1.6409
H -1.2720 -4.1673 0.4496
H -2.0371 -1.9002 2.1145
H -2.9911 -2.6497 0.7491
H -2.6978 -0.9360 0.7089
H 2.3109 -2.6198 -1.0264
H 2.1219 -2.6600 0.5319
```

Calculated values
HOMO energy (spin up / spin down) ... -0.2786 / -0.2862 Ha
Kohn-Sham gap (spin up / spin down) ... 7.3 / 7.5 eV
LUMO energy (spin up / spin down) ... -0.3 / -0.3 eV
DFT total energy ... -34604.5896 eV
Multiplicity ... 3
Energy relative to the best compared isomer or geometry (same formula, charge and spin) ... 118.05 kJ/mol